Record 1
This record from the Open Molecules 2025 dataset describes a single CH3NOS2 molecule at a distorted geometry. The level of theory is wB97M-V/def2-TZVPD.

Structure (ORCA input):
```
! RIJCOSX wB97M-V def2-TZVPD def2/J DEFGRID3
* xyz 0 1
C -0.428 0.558 0.812
N -0.077 -0.200 -0.368
O 1.321 -1.336 -2.277
S 0.537 0.614 2.337
S 1.448 -0.756 -0.969
H -0.562 1.510 0.405
H -1.422 0.262 0.956
H -0.818 -0.652 -0.896
*
```

- largest force on an atom (eV/Å) = 3.63
- relative energy (zero: lowest compared OMol25 entry of this formula, charge and spin) (kJ/mol) = 241.4

***

Record 2
This record from the Open Molecules 2025 dataset describes a single CH3NS3 molecule at a distorted geometry. The level of theory is wB97M-V/def2-TZVPD.

Structure (ORCA input):
```
! RIJCOSX wB97M-V def2-TZVPD def2/J DEFGRID3
* xyz 0 1
S -0.197 1.965 0.529
C -0.501 0.509 -0.006
S -1.951 -0.519 -0.166
N 0.757 -0.302 -0.997
S 2.199 -0.010 -0.137
H -2.598 0.358 0.680
H 0.412 -1.233 -0.755
H 1.877 -0.767 0.852
*
```

- largest force on an atom (eV/Å) = 4.43
- SMILES string = S=C(S)NS
- relative energy (zero: lowest compared OMol25 entry of this formula, charge and spin) (kJ/mol) = 164.1

***

- Which formula does entry 2 have?
  CH3NS3

***

- relative energy (zero: lowest compared OMol25 entry of this formula, charge and spin) of number 1 (CH3NOS2)?
  241.4 kJ/mol

***

- What is the relative energy (zero: lowest compared OMol25 entry of this formula, charge and spin) in the second record?
  164.1 kJ/mol

***

Repeat the first record exactly.
This record from the Open Molecules 2025 dataset describes a single CH3NOS2 molecule at a distorted geometry. The level of theory is wB97M-V/def2-TZVPD.

Structure (ORCA input):
```
! RIJCOSX wB97M-V def2-TZVPD def2/J DEFGRID3
* xyz 0 1
C -0.428 0.558 0.812
N -0.077 -0.200 -0.368
O 1.321 -1.336 -2.277
S 0.537 0.614 2.337
S 1.448 -0.756 -0.969
H -0.562 1.510 0.405
H -1.422 0.262 0.956
H -0.818 -0.652 -0.896
*
```

- largest force on an atom (eV/Å) = 3.63
- relative energy (zero: lowest compared OMol25 entry of this formula, charge and spin) (kJ/mol) = 241.4